1.
42
Properties=species:S:1:pos:R:3:nbo_charge:R:1 method="wB97M-V/def2-TZVPD" e_homo_ev=-12.45 smiles="CC(=O)OCN(/C(NB(N)O)=[N+](/[C@H](Cl)[C@H](C)Cl)C(F)(F)F)P(C)O" gap_ev=7.34 energy_ev=-66930.7530 total_charge=+1
C -0.4323 -3.5758 2.5038 -0.727
C -1.6502 -2.5046 2.5444 0.781
O -2.2370 -2.4123 3.6583 -0.514
O -2.0837 -1.7454 1.4127 -0.582
C -1.5382 -0.3785 1.4426 0.051
N -0.3185 -0.3644 0.5621 -0.783
C -0.5181 0.4704 -0.6414 0.830
N -1.1314 -0.0413 -1.6857 -0.734
B -1.6199 -1.4693 -1.8407 1.283
N -0.7552 -2.6201 -2.2315 -1.145
O -3.0470 -1.6530 -1.6166 -0.927
N -0.0245 1.8571 -0.5997 -0.583
C 0.9716 2.1484 -1.6804 -0.065
Cl 0.2556 2.7333 -3.2642 -0.013
C 1.9810 0.9321 -2.0155 -0.239
C 3.4536 1.5683 -2.3176 -0.627
Cl 1.5187 0.0393 -3.5819 -0.049
C -1.0767 2.8637 -0.4815 1.110
F -1.5904 2.8107 0.8602 -0.329
F -2.2080 2.6366 -1.3132 -0.314
F -0.5947 4.1963 -0.6230 -0.286
P 1.1419 0.1347 1.4599 1.171
C 0.8135 1.6943 2.5184 -0.965
O 1.5615 -1.0557 2.6534 -0.962
H -0.7753 -4.6385 2.7243 0.270
H 0.2684 -3.2494 3.3620 0.270
H 0.1203 -3.4653 1.4999 0.212
H -2.3753 0.2850 1.0225 0.228
H -1.3180 -0.1588 2.5458 0.236
H -1.2838 0.5950 -2.5004 0.485
H -1.3037 -3.1243 -2.9625 0.417
H -0.7414 -3.2470 -1.4109 0.412
H -3.2048 -2.1132 -0.7622 0.535
H 1.6336 3.0109 -1.2908 0.273
H 2.1378 0.1935 -1.1618 0.264
H 4.2331 0.7258 -2.4138 0.254
H 3.7221 2.3406 -1.5187 0.223
H 3.3533 2.1062 -3.3205 0.240
H 1.1419 2.5752 1.8458 0.257
H -0.2966 1.7806 2.8006 0.244
H 1.4528 1.6614 3.4608 0.282
H 2.3640 -1.5426 2.3568 0.516

2.
82
Properties=species:S:1:pos:R:3:mulliken_charge:R:1 method="wB97M-V/def2-TZVPD" e_homo_ev=0.13 gap_ev=3.77 de_lowest_kj_mol=0.0 energy_ev=-209045.4370 total_charge=-2
Sc 1.5568 0.9011 0.5728 -1.105
Cl 4.2333 0.9500 -0.9085 -0.172
C 3.2806 2.2019 -1.6838 1.290
C 2.0245 2.4369 -1.1504 -1.582
C 1.3002 3.4327 -1.7867 1.629
Cl -0.2824 3.8485 -1.1736 -0.180
C 1.7685 4.1259 -2.9019 -0.483
Cl 0.8104 5.3469 -3.6687 -0.233
C 3.0332 3.8309 -3.4065 0.861
Cl 3.6409 4.6731 -4.7882 -0.243
C 3.8086 2.8573 -2.7870 -0.740
Cl 5.3744 2.4656 -3.4020 -0.235
S 1.7232 0.2113 -4.1804 -0.296
C 2.5450 -1.1978 -3.8774 0.318
N 2.7720 -1.7792 -2.7091 0.411
C 3.7375 -2.8718 -2.6759 0.099
C 3.6562 -3.5196 -4.0494 -0.607
S 3.2786 -2.1472 -5.1776 -0.182
H 2.4822 -1.3357 -1.8366 -0.625
H 3.4956 -3.5713 -1.8800 -0.246
H 4.7363 -2.4688 -2.4846 0.185
H 2.8514 -4.2537 -4.0917 0.356
H 4.5949 -3.9926 -4.3292 0.409
C -0.0880 -2.7296 -0.4764 -0.973
C 1.2575 -2.2745 -0.0222 -0.442
O 1.3876 -0.8976 0.0168 1.456
C 2.3395 -3.0637 0.2385 0.897
C 3.6391 -2.5052 0.5954 -0.201
C 4.7754 -3.2739 0.6183 -0.561
C 4.7687 -4.6529 0.3454 -0.783
C 3.5068 -5.2445 0.1544 -0.493
C 2.3410 -4.5198 0.1285 -0.847
H -0.3296 -2.3154 -1.4675 0.118
H -0.8898 -2.4129 0.2029 -0.166
H -0.1346 -3.8147 -0.5578 0.430
H 3.7028 -1.4542 0.8488 0.434
H 5.7164 -2.7887 0.8676 0.328
H 5.6732 -5.2460 0.3866 0.327
H 3.4409 -6.3237 0.0316 0.334
H 1.4043 -5.0472 -0.0022 0.149
C 0.2483 1.3481 3.2072 -0.096
C 1.7471 1.6278 3.3830 0.303
O 2.2043 2.0434 4.4325 -0.764
O 2.4660 1.3565 2.3193 -0.466
H 0.1373 0.2803 3.4375 0.250
H -0.1106 2.7015 1.5578 0.158
H -0.2876 1.8959 3.9912 0.203
C -0.2183 1.6248 1.7691 -0.044
Ge -2.0509 1.2182 1.4006 2.143
C -2.4299 1.2173 -0.5239 -0.108
C -1.5678 0.5540 -1.3980 0.109
C -1.7567 0.6060 -2.7717 -0.728
C -2.8249 1.3241 -3.2938 -0.656
C -3.7010 1.9782 -2.4391 -0.687
C -3.5030 1.9233 -1.0642 -0.415
C -2.7052 -0.4782 2.1427 -0.132
C -3.2983 -1.4395 1.3259 -0.349
C -3.8035 -2.6210 1.8557 -0.586
C -3.7207 -2.8618 3.2190 -0.407
C -3.1329 -1.9155 4.0478 -0.668
C -2.6333 -0.7357 3.5125 -0.122
C -3.3039 2.5625 2.1595 -0.202
C -4.5721 2.2265 2.6324 -0.211
C -5.4431 3.1961 3.1149 -0.695
C -5.0576 4.5294 3.1331 -0.397
C -3.7977 4.8845 2.6695 -0.725
C -2.9340 3.9076 2.1910 -0.372
H -0.7238 -0.0090 -1.0107 0.238
H -1.0525 0.1093 -3.4278 0.346
H -2.9644 1.3811 -4.3671 0.353
H -4.5326 2.5455 -2.8424 0.351
H -4.1825 2.4568 -0.4075 0.250
H -3.3577 -1.2702 0.2561 0.353
H -4.2505 -3.3573 1.1981 0.373
H -4.1035 -3.7867 3.6342 0.339
H -3.0552 -2.0993 5.1130 0.385
H -2.1813 -0.0079 4.1774 0.352
H -4.8839 1.1869 2.6275 0.331
H -6.4240 2.9107 3.4782 0.374
H -5.7343 5.2882 3.5088 0.341
H -3.4868 5.9227 2.6831 0.381
H -1.9496 4.1953 1.8352 0.258

3.
104
Properties=species:S:1:pos:R:3:mulliken_charge:R:1 method="wB97M-V/def2-TZVPD" e_homo_ev="-6.15 / -6.14" gap_ev="6.20 / 6.20" de_lowest_kj_mol=0.0 energy_ev=-141715.1205 total_charge=0
Ir -0.3328 -0.2445 -0.3881 1.143
O -6.4173 -1.5661 -1.2810 -0.557
C -5.1300 -1.2827 -1.0101 0.759
C -4.0724 -2.1307 -1.3279 -0.895
C -2.8009 -1.7288 -1.0054 -0.979
N -2.4879 -0.5560 -0.4224 0.067
C -3.5248 0.2087 -0.0669 0.090
Br -3.2465 1.7546 0.9507 0.000
C -4.8454 -0.0998 -0.3499 -0.706
H -6.4878 -2.4235 -1.7168 0.307
H -4.2337 -3.0930 -1.7964 0.371
H -1.9561 -2.3677 -1.2112 1.144
H -5.6386 0.5639 -0.0433 0.495
C -0.1533 3.1868 2.4271 -1.576
C 0.3466 1.7846 2.7834 1.984
C 1.4047 1.8833 3.8869 -1.404
C -0.7778 0.8452 3.1928 1.235
C -1.6125 1.1952 4.2463 -0.468
C -2.6332 0.3575 4.6653 -1.627
C -2.8302 -0.8576 4.0314 -0.573
C -2.0172 -1.2515 2.9719 1.089
C -2.1844 -2.6218 2.3408 1.402
C -3.6471 -3.0527 2.2501 -1.895
C -1.3663 -3.6708 3.1003 -1.471
C -0.9986 -0.3856 2.5583 -1.020
N -0.1185 -0.7564 1.4910 0.678
C 1.1765 -0.9807 1.8624 0.088
C 2.1182 -0.8551 0.8652 1.040
N 1.6570 -0.5069 -0.3594 0.304
C 2.6612 -0.1843 -1.3279 -0.838
C 3.2678 1.0813 -1.3081 1.276
C 4.3293 1.3167 -2.1747 -0.661
C 4.8023 0.3259 -3.0185 -1.490
C 4.1975 -0.9207 -3.0193 -0.550
C 3.1128 -1.1921 -2.1897 1.200
C 2.4847 -2.5798 -2.1822 1.435
C 3.2871 -3.5620 -1.3248 -1.458
C 2.3222 -3.1605 -3.5894 -2.045
C 2.8647 2.1714 -0.3303 1.926
C 2.6787 3.5235 -1.0229 -1.700
C 3.8834 2.3056 0.8047 -1.333
C 3.4560 -1.1413 1.4290 -0.156
C 4.7470 -1.1614 0.9797 0.804
C 5.7827 -1.4872 1.8983 -1.069
C 5.5383 -1.7760 3.2151 -1.121
C 4.2052 -1.7559 3.7110 1.064
C 3.7822 -2.0104 5.0467 -1.009
C 2.4539 -1.9307 5.3682 -1.119
C 1.4512 -1.5951 4.4146 0.763
C 1.8309 -1.3530 3.1229 0.200
C 3.2141 -1.4430 2.7969 -1.682
H 0.6833 3.7934 2.0737 0.295
H -0.5842 3.6899 3.2958 0.393
H -0.8992 3.1634 1.6355 0.273
H 0.8243 1.3762 1.8914 -1.553
H 0.9675 2.2871 4.8033 0.395
H 2.2079 2.5534 3.5762 0.385
H 1.8411 0.9128 4.1191 0.095
H -1.4580 2.1408 4.7518 0.353
H -3.2697 0.6482 5.4915 0.399
H -3.6199 -1.5136 4.3742 0.286
H -1.7691 -2.5619 1.3328 -0.354
H -4.0556 -3.2853 3.2354 0.454
H -3.7375 -3.9561 1.6435 0.387
H -4.2696 -2.2729 1.8069 0.352
H -1.6882 -3.7258 4.1432 0.290
H -0.3040 -3.4279 3.0853 0.213
H -1.4961 -4.6580 2.6515 0.469
H 4.8088 2.2881 -2.1709 0.345
H 5.6450 0.5226 -3.6692 0.380
H 4.5827 -1.6956 -3.6675 0.289
H 1.4959 -2.4736 -1.7251 -0.705
H 4.2929 -3.6871 -1.7334 0.280
H 2.8009 -4.5403 -1.3169 0.496
H 3.3813 -3.2201 -0.2962 0.203
H 3.2896 -3.4056 -4.0290 0.488
H 1.8303 -2.4578 -4.2611 0.415
H 1.7451 -4.0869 -3.5549 0.404
H 1.9049 1.8900 0.1048 -1.306
H 3.6348 3.9359 -1.3551 0.428
H 2.2408 4.2377 -0.3228 0.321
H 2.0157 3.4426 -1.8830 0.349
H 4.8660 2.5802 0.4124 0.319
H 3.9909 1.3810 1.3722 0.199
H 3.5668 3.0931 1.4918 0.463
H 5.0007 -0.9346 -0.0488 0.452
H 6.8024 -1.5020 1.5346 0.450
H 6.3572 -2.0159 3.8825 0.405
H 4.5145 -2.2609 5.8047 0.422
H 2.1463 -2.1219 6.3888 0.423
H 0.4179 -1.5212 4.7291 0.533
C -0.5556 -2.1400 -3.7652 -1.236
C -0.0893 -0.7211 -3.6830 1.067
C 0.5655 -0.1171 -4.7461 -0.739
C 0.9238 1.2146 -4.6181 -0.476
N 0.6186 1.9529 -3.5581 -0.456
C -0.0312 1.3116 -2.5920 0.462
S -0.5079 2.0214 -1.0936 -0.633
N -0.3513 -0.0083 -2.5818 -0.258
H -0.6871 -2.4229 -4.8089 0.457
H -1.5093 -2.2478 -3.2555 0.166
H 0.1604 -2.8269 -3.3161 0.137
H 0.7849 -0.6706 -5.6476 0.449
H 1.4759 1.7140 -5.4070 0.412

4.
32
Properties=species:S:1:pos:R:3:nbo_charge:R:1 method="wB97M-V/def2-TZVPD" e_homo_ev="0.50 / -0.31" gap_ev="4.62 / 5.42" energy_ev=-112836.3317 s2=8.7642 total_charge=-2 spin_multiplicity=6
Fe -0.2384 0.3147 0.3828 1.509
Cl -0.4328 2.1805 -0.7897 -0.724
C -2.2122 -0.2984 0.4155 -1.186
H -2.3308 -1.0565 1.2005 0.170
H -2.4226 -0.6955 -0.5836 0.207
H -2.8066 0.5999 0.6336 0.179
Zn 0.5525 -0.0036 -2.6866 1.490
C 2.3599 0.7374 -3.1997 -1.362
C -0.7314 0.0789 -4.2385 -1.359
C 0.2741 -1.1267 -1.0525 -1.491
H -1.2005 -0.9112 -4.3439 0.174
H -1.4957 0.8461 -4.0537 0.188
H -0.1409 0.3242 -5.1347 0.169
H 3.1338 0.0216 -2.8848 0.173
H 2.3614 0.8489 -4.2942 0.169
H 2.5166 1.7084 -2.7113 0.188
H -0.5525 -1.8766 -1.0398 0.166
H 1.1696 -1.6222 -0.6254 0.161
C -1.3557 0.8626 4.0536 -1.143
Si 0.2526 -0.0157 3.5776 1.915
C 1.6533 0.9016 4.4643 -1.134
C 0.0864 -1.7723 4.2708 -1.134
O 0.5669 -0.0763 2.0040 -1.306
H -1.4286 0.8723 5.1519 0.201
H -2.2479 0.3608 3.6566 0.239
H -1.3697 1.9040 3.7020 0.230
H 1.5646 0.8826 5.5589 0.201
H 2.6267 0.4666 4.2000 0.226
H 1.6770 1.9561 4.1553 0.228
H -0.8295 -2.2675 3.9252 0.230
H 0.9374 -2.3977 3.9636 0.226
H 0.0621 -1.7395 5.3699 0.199

5.
9
Properties=species:S:1:pos:R:3:nbo_charge:R:1 method="wB97M-V/def2-TZVPD" e_homo_ev=-8.96 gap_ev=9.44 de_lowest_kj_mol=337.4 energy_ev=-6916.1136 total_charge=0
C 2.4121 -0.2265 -0.4214 0.080
C -1.4990 0.1804 -0.0375 -0.113
O 1.5600 -0.0716 0.5522 -0.638
F -2.7378 0.1559 0.5452 -0.372
H 2.0361 -1.0190 -1.0670 0.066
H -1.1545 1.1370 -0.0695 0.157
H -1.6122 -0.2650 -1.1471 0.152
H -0.8477 -0.5211 0.5534 0.175
H 1.8428 0.6299 1.0917 0.494